(1)
The following is a quantum chemistry calculation of a cluster of 2 separate species, C3H3NS in total in a non-equilibrium geometry, from the Open Molecules 2025 dataset.

Each line ends with the Mulliken charge.
Atoms and positions in Å:
C (-0.2586, -1.1633, -1.1406)  0.473
C (-0.0144, -0.2276, -0.1983)  -0.177
C (0.6439, 0.9139, 0.4006)  -0.686
N (-0.4953, -2.0597, -1.8800)  -0.324
S (-2.2807, -0.6071, 1.1124)  -0.206
H (1.1985, 0.4028, 1.2587)  0.283
H (-0.2265, 1.5526, 0.7505)  0.316
H (1.4331, 1.1884, -0.3033)  0.321

- relative energy (zero: lowest compared OMol25 entry of this formula, charge and spin) (kJ/mol) = 573.7
- energy (Eh) = -568.799067
- spin multiplicity = 1
- frontier orbital gap (spin up / spin down) (eV) = 5.76 / 5.41

=====

(2)
The following is a quantum chemistry calculation of an isolated molecule of C3H3NS2 in a non-equilibrium geometry, from the Open Molecules 2025 dataset.

Each line ends with the Mulliken spin population.
Atoms and positions in Å:
C (0.2811, 0.5643, -0.8852)  -0.004
C (-0.1324, -0.8423, 0.7756)  0.619
C (-0.5369, 0.6151, 0.4727)  0.020
N (0.5477, -0.7549, -0.7916)  0.097
S (0.6628, 1.7106, -2.0042)  0.109
S (-0.3365, -2.0172, 1.8873)  1.119
H (-0.2642, 1.2132, 1.4004)  0.020
H (-1.5644, 0.8790, 0.2702)  0.021
H (1.3429, -1.3679, -1.1251)  -0.003

- ⟨S²⟩ = 2.01
- relative energy (zero: lowest compared OMol25 entry of this formula, charge and spin) (kJ/mol) = 142.4
- energy (Eh) = -967.067183
- spin multiplicity = 3
- frontier orbital gap (spin up / spin down) (eV) = 7.66 / 5.05

=====

(3)
The following is a quantum chemistry calculation of an isolated molecule of C3H3NS3 in a non-equilibrium geometry, from the Open Molecules 2025 dataset.

Each line ends with the Mulliken charge.
Atoms and positions in Å:
N (-1.7056, 0.8638, -0.2022)  -0.380
C (-0.7851, -0.1434, -0.0183)  0.333
S (-1.1531, -1.7040, -0.0490)  -0.340
C (0.6761, 0.2561, 0.1203)  0.481
S (1.0504, 1.7937, 0.0298)  -0.270
C (1.6066, -0.8241, 0.3616)  -0.362
S (3.0787, -0.9172, -0.2549)  -0.178
H (-1.3412, 1.7195, -0.5084)  0.166
H (-2.6404, 0.5799, -0.4420)  0.233
H (1.2136, -1.6244, 0.9631)  0.318

- SMILES string = NC(=S)C(=S)C=S
- relative energy (zero: lowest compared OMol25 entry of this formula, charge and spin) (kJ/mol) = 143.9
- energy (Eh) = -1365.382611
- spin multiplicity = 1
- frontier orbital gap (eV) = 6.68

=====

(4)
The following is a quantum chemistry calculation of a structure of composition C3H3NaO4 in a non-equilibrium geometry, from the Open Molecules 2025 dataset.

Each line ends with the Mulliken charge.
Atoms and positions in Å:
C (-1.7334, -0.3581, -0.4030)  -0.210
C (-1.4287, -0.8127, 0.9523)  0.286
O (-0.2564, -0.4863, 1.2900)  -0.099
C (0.2218, 0.4955, 0.3364)  0.588
O (-0.6553, 0.5483, -0.6169)  -0.224
O (1.2781, 1.0037, 0.4656)  -0.401
Na (3.4762, 1.7479, -0.9554)  0.967
H (-2.7028, 0.1654, -0.4587)  0.346
H (-1.7253, -1.1894, -1.1292)  0.316
H (-2.0757, -1.3261, 1.6702)  0.417
O (5.6016, 0.2117, -1.1513)  0.013

- energy (Eh) = -578.545807
- spin multiplicity = 1
- net charge = +2
- frontier orbital gap (eV) = 10.00

=====

(5)
The following is a quantum chemistry calculation of a cluster of 2 separate species, C3H3O2P in total in a non-equilibrium geometry, from the Open Molecules 2025 dataset.

Each line ends with the Mulliken charge.
Atoms and positions in Å:
C (2.5523, 0.3953, -2.2381)  0.348
C (1.4211, 0.1182, -1.8776)  -0.508
P (-0.1560, -0.4688, -1.1970)  0.242
O (-1.2859, 0.1022, -1.9107)  -0.401
H (3.5886, 0.4982, -2.6799)  0.329
C (-1.4700, -0.1617, 2.4887)  0.198
O (-1.9607, -1.1906, 2.8784)  -0.377
H (-0.9329, -0.0979, 1.5813)  -0.045
H (-1.7565, 0.8050, 2.9549)  0.214

- SMILES string = C#CP=O.C=O
- relative energy (zero: lowest compared OMol25 entry of this formula, charge and spin) (kJ/mol) = 274.7
- energy (Eh) = -607.826010
- spin multiplicity = 1
- frontier orbital gap (eV) = 8.75

=====

(6)
The following is a quantum chemistry calculation of the ion C3H3O2S with charge -1 in a non-equilibrium geometry, from the Open Molecules 2025 dataset.

Each line ends with the Mulliken charge.
Atoms and positions in Å:
C (-0.0929, 0.0190, -0.1285)  -0.820
C (-0.7960, -1.2918, -0.6556)  0.499
O (-1.9668, -1.3373, -0.9801)  -0.583
C (0.1941, -2.4187, -0.8667)  0.273
O (0.2610, -3.5506, -0.3149)  -0.643
S (1.2415, -2.0716, -2.1413)  -0.512
H (-0.6055, 0.8739, -0.6897)  0.239
H (-0.4372, 0.2139, 0.8820)  0.269
H (1.0464, 0.0959, -0.3361)  0.277

- SMILES string = CC(=O)C([O-])=S
- relative energy (zero: lowest compared OMol25 entry of this formula, charge and spin) (kJ/mol) = 26.7
- energy (Eh) = -664.825222
- spin multiplicity = 1
- net charge = -1
- frontier orbital gap (eV) = 7.44

=====

Q: Which value of spin multiplicity does entry 1 give?
A: 1

=====

Q: Which value of spin multiplicity does entry 6 give?
A: 1